{
  "formula": "C49H61Br3Cl4F6I2LiN3O12",
  "method": "ωB97M-V/def2-TZVPD",
  "species": ["I", "I", "Br", "Br", "Br", "Cl", "Cl", "Cl", "Cl", "F", "F", "F", "F", "F", "F", "O", "O", "O", "O", "O", "O", "O", "O", "O", "O", "O", "O", "N", "N", "N", "C", "C", "C", "C", "C", "C", "C", "C", "C", "C", "C", "C", "C", "C", "C", "C", "C", "C", "C", "C", "C", "C", "C", "C", "C", "C", "C", "C", "C", "C", "C", "C", "C", "C", "C", "C", "C", "C", "C", "C", "C", "C", "C", "C", "C", "C", "C", "C", "C", "Li", "H", "H", "H", "H", "H", "H", "H", "H", "H", "H", "H", "H", "H", "H", "H", "H", "H", "H", "H", "H", "H", "H", "H", "H", "H", "H", "H", "H", "H", "H", "H", "H", "H", "H", "H", "H", "H", "H", "H", "H", "H", "H", "H", "H", "H", "H", "H", "H", "H", "H", "H", "H", "H", "H", "H", "H", "H", "H", "H", "H", "H"],
  "positions_angstrom": [[1.3545, -1.8978, 2.3994], [-0.2797, 2.8071, 3.5732], [6.2492, 3.3357, -6.6296], [3.2837, 2.3990, -5.8680], [4.9648, 4.2003, -3.8239], [-5.3248, -5.1000, -5.3591], [9.2238, -2.2290, -0.0482], [-5.5082, -7.8547, -6.3081], [7.8350, 0.8146, -0.6946], [2.6325, 3.8827, 7.8917], [0.0259, 2.4727, 8.1142], [0.7467, 0.9748, 6.7105], [1.8575, 1.3975, 8.6918], [1.0092, 3.9812, 6.4086], [-2.9722, 3.7769, -1.6121], [-0.6057, -5.0452, -3.0679], [-3.3284, 5.6649, 7.8486], [-3.4667, -2.2572, -1.9763], [-1.9364, 4.4660, 9.1340], [-8.3605, 7.0786, -5.2906], [-4.5345, 0.0336, 9.3151], [-5.9471, 4.1366, -2.5325], [-0.6762, -6.6012, -4.6628], [-6.2453, 8.7385, -5.6002], [-1.0704, 5.8265, 7.6518], [-3.8969, 5.8145, -2.7654], [-2.5734, -1.0775, 9.4594], [1.2972, -9.2965, -6.5367], [4.9858, 1.3625, 1.5710], [4.6206, 0.9504, 2.7638], [3.2834, 0.7410, -2.6539], [0.5282, 1.1392, -0.3800], [2.6253, -0.6772, -2.5022], [-4.4593, -3.2726, -1.9067], [-4.9423, 1.4164, 9.3934], [1.1616, 1.9336, 7.5833], [1.3724, -2.6426, -3.6542], [2.5821, 1.6536, 1.1856], [-1.2796, -6.0262, -3.7817], [2.9011, 2.7400, 5.7299], [4.4999, 0.9579, -1.6547], [7.7699, -0.0862, 0.8377], [-2.7438, -6.4751, -3.4940], [3.6609, 1.3609, 5.8930], [1.4536, 2.1109, 0.2478], [-1.0332, -3.7063, -3.4373], [-0.7241, 3.1233, -1.4479], [9.0360, -0.8740, 1.0916], [-0.8277, -8.5596, -7.3885], [-3.2069, -0.0539, 9.5460], [-7.2273, 5.5449, -3.9068], [3.4027, 0.7751, 3.3476], [1.2986, 3.5498, 0.0179], [2.2153, 1.1480, 2.5168], [-7.3333, 6.7585, -4.7117], [-3.8779, 2.0930, 10.2252], [4.0071, 1.7285, 0.7307], [-4.8895, 6.1319, -3.3716], [-1.3236, -0.4707, 3.4152], [4.6225, 3.7802, -5.6829], [-2.6378, 1.3032, 9.8726], [4.3452, 2.2315, -0.7127], [-6.0818, 5.2455, -3.2777], [0.1490, -0.1978, 3.0070], [0.7595, 1.0230, 2.9926], [-0.5503, 1.6622, -1.2265], [1.9703, 3.1309, 6.9291], [-2.1568, 5.3998, 8.1266], [0.4755, -10.1246, -8.6383], [0.0007, -2.9780, -4.3848], [-6.1266, 7.6341, -4.8285], [-4.9866, 7.3388, -4.1995], [-0.6722, -9.3576, -8.5108], [0.1798, -8.5615, -6.4350], [3.2445, 0.2530, 4.8170], [0.2230, 4.0623, -0.8239], [1.7426, -1.0893, -3.7403], [-5.2855, -6.1641, -6.7712], [1.4226, -10.0597, -7.6286], [1.8153, -0.7608, 9.0773], [0.6320, -10.7589, -9.5013], [2.1682, -3.2690, -4.1475], [4.7657, 1.5405, 5.7387], [-0.9702, 4.5421, 9.0415], [-1.9444, 1.2466, 10.7109], [2.1886, -0.0935, 4.9298], [0.6270, 0.0386, -0.2021], [-3.0016, -6.4454, -2.3960], [2.0228, 4.2455, 0.5025], [3.6973, 3.5291, 5.6104], [3.9383, -0.6134, 4.9958], [3.5727, 0.9229, 6.9289], [-1.2920, 0.9704, -1.7002], [-4.6793, -3.6142, -2.9172], [-3.4559, -5.7717, -4.0151], [1.2603, -2.9225, -2.5709], [2.2818, -0.9579, -4.7170], [2.3355, -10.6442, -7.6824], [9.0082, -1.3056, 2.0932], [9.9216, -0.2439, 1.0160], [3.7322, 0.7753, -3.6908], [0.7582, -0.5497, -3.7755], [-1.5982, 3.5559, -2.0853], [-1.9268, 0.4554, 3.5855], [-1.7107, -7.9478, -7.2546], [0.1004, -7.9467, -5.5399], [-2.1413, 1.7043, 8.9868], [-7.1615, 8.7218, -5.9366], [-3.7884, 3.1605, 10.0237], [-4.1033, 1.9677, 11.2885], [-5.3704, -2.8721, -1.4558], [5.2677, 2.8740, -0.7280], [-0.4767, -2.0856, -4.8756], [-4.1073, 7.9640, -4.2730], [-1.4373, -9.3819, -9.2786], [-4.3230, -6.0579, -7.2645], [-6.0832, -5.8762, -7.4504], [-2.9565, -7.5208, -3.8491], [1.9742, -0.7758, -1.5875], [-3.2892, -1.9707, -1.0736], [2.2731, 2.7649, 4.8048], [5.4069, 0.7106, 3.3811], [3.4445, -1.4461, -2.3679], [-1.1349, -3.1062, -2.4937], [-5.0168, 4.1528, -2.1853], [6.8932, -0.7337, 0.8129], [-1.8044, -0.9943, 2.5354], [-4.0907, -4.1143, -1.3136], [4.2210, 4.6772, -6.1430], [0.2280, -3.7012, -5.2246], [-2.0518, -3.8015, -3.9107], [4.5812, 0.0266, -1.0159], [-4.9974, 1.8204, 8.3799], [-1.4304, -1.1476, 4.2990], [2.5404, 1.5902, -2.6313], [7.6274, 0.6496, 1.6299], [-8.1016, 4.9115, -3.8456], [5.4863, 1.0301, -2.1933], [-5.9276, 1.4841, 9.8531], [3.5211, 2.8736, -1.1264], [0.1544, 5.1759, -0.9182]],
  "forces_ev_per_a": [[-0.866, 0.533, 0.277], [0.532, -0.741, -0.482], [-0.211, 0.034, 0.176], [0.179, 0.280, -0.115], [-0.025, -0.094, -0.189], [-0.272, 0.234, -0.221], [-0.008, 0.036, 0.003], [0.031, -0.004, -0.072], [0.073, -0.015, 0.065], [-0.716, -1.721, -0.780], [1.784, -1.190, -0.519], [1.354, 0.537, 1.306], [-0.401, -0.899, -1.286], [1.104, -1.276, 0.874], [-1.238, -0.242, 0.035], [-1.135, -0.281, -0.362], [0.226, -0.286, 0.185], [0.055, 0.000, 0.021], [0.650, -0.678, 0.525], [0.211, 0.351, -0.171], [0.559, -0.414, 0.083], [0.512, 1.172, -0.474], [-0.783, 1.142, 1.151], [-0.464, -0.572, 0.203], [-0.031, -0.078, -0.109], [0.016, 0.479, -0.098], [-0.169, -0.258, -0.081], [-0.313, -0.132, -0.466], [-1.116, 0.737, -1.541], [-0.874, -0.974, 2.517], [0.708, -0.246, -0.547], [-0.803, 2.432, -0.179], [-0.184, -0.041, -0.408], [0.129, 0.187, 0.288], [-0.288, 0.440, -0.021], [-2.518, 2.379, 0.822], [-0.601, 0.489, -0.349], [-1.033, -0.251, 0.448], [0.493, -1.122, -0.850], [0.712, -0.270, 0.484], [-0.171, -0.211, 0.153], [0.051, -0.040, 0.144], [-0.340, 0.707, 0.920], [0.241, -0.175, -0.718], [-0.748, 0.105, -0.605], [-0.265, 1.174, -0.151], [2.414, -0.513, 0.306], [0.021, 0.016, 0.082], [0.085, -0.126, -0.135], [0.195, 0.102, -0.185], [-0.233, 0.419, -0.362], [-2.367, 0.780, -1.417], [-1.181, -1.202, -0.956], [2.743, 0.401, -0.857], [-0.332, -0.731, 0.333], [-0.062, 0.675, 0.277], [-1.171, 0.616, 0.716], [0.364, 0.482, -0.191], [0.034, -0.529, -1.020], [-0.059, -0.025, -0.103], [-0.308, 0.134, 0.267], [-0.014, -0.414, 0.240], [-0.601, -1.304, 0.598], [-0.164, 1.307, 0.642], [0.499, -1.320, -0.397], [1.391, 1.438, 1.110], [0.090, 1.758, -1.676], [-0.722, 1.178, -1.224], [-0.032, 0.015, 0.000], [0.147, -1.246, -0.285], [0.518, 0.599, -0.201], [0.000, -0.080, 0.013], [-0.121, 0.035, -0.074], [0.527, -0.125, 0.445], [0.872, 0.520, -0.148], [0.640, -2.264, 0.928], [-0.131, -1.308, 0.238], [0.057, -0.033, -0.203], [0.088, 0.168, 0.327], [-0.355, 0.515, 0.019], [0.016, 0.007, 0.034], [-0.625, 0.656, 0.863], [-1.130, -0.142, 0.324], [-0.030, -0.422, 0.677], [0.176, -0.111, -0.220], [0.905, 0.383, -0.145], [-0.034, 1.201, -0.113], [0.410, 0.157, -1.070], [-0.654, -0.564, -0.413], [-1.148, -0.515, 0.333], [-0.718, 0.594, -0.416], [0.036, 0.446, -1.027], [0.873, 0.700, 0.487], [0.066, 0.090, 0.024], [0.902, -0.812, 0.609], [0.291, 0.095, -0.938], [-0.430, 0.271, 0.908], [-0.030, -0.022, -0.075], [-0.061, 0.021, -0.047], [-0.094, -0.025, -0.083], [-0.574, -0.087, 1.095], [1.081, -0.076, 0.111], [0.693, -0.798, 1.117], [0.860, -0.653, -0.096], [0.040, 0.002, 0.061], [0.133, -0.564, -0.680], [-0.001, 0.053, 0.069], [0.060, 0.008, 0.036], [0.037, -0.083, -0.106], [-0.022, -0.036, -0.062], [-0.104, -0.181, -0.065], [-0.707, -0.879, 0.368], [0.379, -0.706, 0.741], [-0.022, 0.004, 0.003], [0.031, -0.012, 0.017], [-0.036, -0.030, 0.153], [-0.004, -0.030, 0.169], [0.622, 1.173, 0.088], [0.707, 0.302, -0.788], [-0.040, 0.105, -0.171], [0.440, -0.095, 0.891], [-0.249, 0.143, -0.631], [-0.721, 0.758, -0.282], [-0.041, -0.698, -0.852], [0.331, -0.362, 0.149], [0.092, -0.007, -0.100], [0.444, 0.436, 0.968], [-0.169, -0.135, -0.054], [0.065, -0.125, 0.104], [-0.336, 0.752, 0.771], [0.975, 0.433, 0.397], [0.020, 0.970, -0.562], [0.048, -0.055, 0.035], [0.333, 0.546, -0.701], [0.624, -0.960, 0.230], [0.085, 0.006, -0.054], [0.020, 0.015, 0.013], [-1.174, -0.015, 0.419], [0.026, -0.273, -0.113], [0.661, -0.722, 0.749], [-0.205, -1.304, -0.143]],
  "orbital_gap_ha": 0.1088,
  "lumo_ha": -0.14077,
  "energy_ev": -373760.82523,
  "molar_mass_da": 1640.3,
  "max_force_ev_per_a": 3.56,
  "multiplicity": 1
}